# 1
Below is C39H71AsIrN8O3PSi2 as an isolated structure in a non-equilibrium geometry, with properties calculated with ωB97M-V/def2-TZVPD.

Atoms and positions in Å:
Ir (0.09, -0.39, 0.50)
As (2.29, 0.26, 1.44)
P (-2.17, -1.36, -2.75)
Si (3.64, 2.06, 0.67)
Si (3.83, -1.50, 1.81)
O (-1.61, -1.15, -1.36)
O (1.14, -1.90, -0.58)
O (-0.59, 5.14, 2.77)
N (0.09, 1.06, -0.92)
N (-0.16, -1.68, 2.12)
N (-1.05, -1.07, -3.92)
N (0.17, -3.87, 0.00)
N (-3.43, -0.38, -3.14)
N (-2.81, -2.87, -2.92)
N (-0.04, 4.07, 4.70)
N (-0.97, 0.98, 1.53)
C (-0.07, -1.11, -6.07)
C (1.12, -3.14, -0.59)
C (-5.11, 1.09, -2.34)
C (2.70, 3.29, -0.37)
C (-0.27, -1.89, 4.50)
C (-3.15, 1.70, 2.14)
C (-0.13, 3.38, -2.08)
C (1.02, -1.09, -5.01)
C (0.14, -1.24, 3.36)
C (-1.52, 3.99, -1.87)
C (-0.01, 2.86, 5.51)
C (-2.68, -5.19, -3.40)
C (4.12, 2.89, 2.27)
C (0.01, 2.07, -1.46)
C (1.31, 2.11, 5.45)
C (1.99, 5.52, 4.59)
C (-3.49, -4.51, -4.50)
C (5.14, 1.47, -0.27)
C (-0.45, 2.00, 2.23)
C (4.83, -1.99, 0.31)
C (-1.24, 2.91, 2.90)
C (-4.56, 1.60, -3.68)
C (-2.62, 2.76, 2.86)
C (-1.04, -3.35, 0.62)
C (2.17, -3.91, -1.32)
C (-0.59, 4.14, 3.47)
C (-0.84, -2.84, 2.00)
C (-3.93, -3.21, -3.83)
C (0.30, -0.51, -3.80)
C (-1.30, -1.56, -5.29)
C (0.63, 5.28, 5.21)
C (4.95, -0.77, 3.11)
C (-1.01, -3.06, 4.38)
C (-1.94, -4.04, -2.72)
C (-3.20, 0.93, -3.76)
C (-4.66, -0.37, -2.32)
C (-1.29, -3.54, 3.11)
C (2.96, -3.00, 2.54)
C (-2.30, 0.84, 1.48)
H (-4.34, -5.10, -4.83)
H (-1.74, 4.10, -0.81)
H (-1.44, -2.57, -0.03)
H (-0.23, 3.15, 6.54)
H (1.72, -4.70, -1.92)
H (0.63, 2.07, 2.24)
H (2.85, -4.37, -0.61)
H (-2.83, 0.84, -4.78)
H (4.21, -2.03, -0.58)
H (0.74, -0.34, 3.40)
H (-5.19, 1.24, -4.50)
H (0.14, -1.76, -6.91)
H (0.75, -0.78, -2.85)
H (-4.65, 1.64, -1.52)
H (2.12, 2.70, 5.88)
H (-0.03, 6.12, 5.01)
H (1.89, -0.50, -5.30)
H (-2.86, -4.31, -5.36)
H (-2.23, -1.16, -5.70)
H (1.25, 1.19, 6.03)
H (1.90, 5.70, 3.52)
H (4.39, -0.44, 3.99)
H (5.30, -2.96, 0.45)
H (0.33, -4.87, 0.04)
H (-2.30, 3.40, -2.34)
H (5.69, 2.34, -0.65)
H (5.54, 0.07, 2.74)
H (0.14, 3.30, -3.14)
H (4.86, 0.85, -1.12)
H (1.75, 3.54, 0.12)
H (-1.77, -4.17, 0.63)
H (4.63, 2.21, 2.95)
H (5.83, 0.91, 0.36)
H (5.66, -1.54, 3.43)
H (-1.36, -3.58, 5.26)
H (-4.11, -2.40, -4.54)
H (3.28, 4.21, -0.44)
H (-0.83, 2.21, 5.19)
H (0.28, 0.58, -3.87)
H (4.79, 3.73, 2.07)
H (-2.00, -5.96, -3.77)
H (-0.22, -0.10, -6.46)
H (-4.22, 1.54, 2.07)
H (-4.84, -3.37, -3.25)
H (-6.19, 1.19, -2.25)
H (2.51, 2.92, -1.38)
H (2.80, -2.87, 3.61)
H (1.59, 1.85, 4.43)
H (-1.39, -2.65, -5.29)
H (-1.84, -4.45, 2.97)
H (0.71, 5.16, 6.29)
H (-5.41, -1.02, -2.75)
H (-4.51, 2.69, -3.75)
H (0.62, 4.03, -1.62)
H (-1.79, -4.24, -1.66)
H (0.00, -1.49, 5.47)
H (2.74, -3.25, -1.96)
H (2.45, 6.41, 5.03)
H (-1.53, 4.98, -2.32)
H (2.00, -3.22, 2.08)
H (-3.36, -5.67, -2.68)
H (-3.27, 3.47, 3.36)
H (-2.45, 1.50, -3.19)
H (5.62, -1.27, 0.13)
H (2.67, 4.68, 4.75)
H (1.36, -2.11, -4.80)
H (3.24, 3.28, 2.79)
H (-0.96, -3.87, -3.18)
H (-4.45, -0.72, -1.31)
H (3.60, -3.88, 2.42)
H (-2.67, 0.02, 0.87)

Computed properties:
ΔE to the lowest compared entry with this formula, charge and spin, kcal/mol: 0.0
Largest force on an atom, eV/Å: 1.1
Highest occupied orbital energy (spin up / spin down), eV: -11.81 / -11.81
Total charge: +2
DFT total energy, eV: -148375.077
Kohn-Sham gap (spin up / spin down), eV: 6.73 / 6.73


# 2
Below is one molecule with the formula Br2H2NOP in a non-equilibrium geometry, with properties calculated with ωB97M-V/def2-TZVPD.

Atoms and positions in Å:
Br (2.94, -1.68, 0.24)
Br (2.89, 1.70, 0.25)
P (1.71, -0.10, -0.72)
O (1.54, -0.18, -2.17)
N (0.29, 0.27, 0.07)
H (-0.31, 0.19, -0.73)
H (-0.05, -0.38, 0.77)

Computed properties:
ΔE to the lowest compared entry with this formula, charge and spin, kcal/mol: 12.8
Largest force on an atom, eV/Å: 2.7
Highest occupied orbital energy, eV: -10.46
Total charge: 0
SMILES string: NP(=O)(Br)Br
DFT total energy, eV: -152945.876
Kohn-Sham gap, eV: 9.91


# 3
Below is C35H38CrN4S4 as an isolated structure, with properties calculated with ωB97M-V/def2-TZVPD.

Atoms and positions in Å:
Cr (-0.15, -0.17, -0.13)
S (0.94, 0.60, -2.33)
S (1.79, 3.16, -0.20)
S (1.22, 0.37, 1.86)
S (1.11, -2.27, -0.06)
N (3.96, 0.85, -0.50)
N (-1.28, 1.82, -0.12)
N (-2.60, 3.51, 0.33)
N (-1.71, -1.00, -0.25)
C (0.77, 3.91, -4.57)
C (2.61, -1.25, 3.56)
C (3.97, -1.44, -1.06)
C (-3.48, -2.05, 1.01)
C (4.11, 1.83, 0.37)
C (0.72, 2.62, -4.09)
C (-4.65, -2.79, 1.01)
C (-2.88, 3.13, -0.97)
C (-2.95, -1.57, 2.35)
C (1.95, -1.16, 2.33)
C (1.14, 4.97, -3.73)
C (3.61, 3.18, -0.07)
C (-2.57, -0.94, -3.38)
C (-1.26, -2.98, -2.78)
C (3.26, -2.41, 3.96)
C (-4.50, -3.12, -1.33)
C (-2.06, 2.08, -1.22)
C (-1.07, 2.88, 2.17)
C (1.46, 4.67, -2.42)
C (-3.33, -2.40, -1.41)
C (4.92, 0.33, 2.05)
C (-5.21, -3.33, -0.15)
C (-2.81, -0.06, 2.47)
C (1.93, -2.28, 1.48)
C (3.25, -3.51, 3.12)
C (-2.78, -1.78, -0.22)
C (4.69, -0.71, 1.18)
C (-1.64, -2.27, 2.72)
C (-2.64, -2.34, -2.76)
C (1.43, 3.36, -1.92)
C (4.64, 1.63, 1.65)
C (2.59, -3.44, 1.91)
C (4.22, -0.42, -0.12)
C (1.03, 2.28, -2.75)
C (-1.62, 2.69, 0.80)
H (-0.91, -3.11, -3.81)
H (-3.29, -2.94, -3.42)
H (5.27, 0.14, 3.06)
H (-1.27, -3.96, -2.29)
H (-1.27, -1.93, 3.69)
H (2.61, -0.37, 4.20)
H (-1.95, 1.51, -2.13)
H (-3.03, 4.25, 0.85)
H (-5.15, -2.95, 1.96)
H (-3.54, -0.44, -3.35)
H (1.17, 5.99, -4.09)
H (1.73, 5.46, -1.74)
H (4.08, -2.48, -0.80)
H (-2.62, 0.22, 3.51)
H (-3.71, -1.88, 3.09)
H (4.05, 3.48, -1.03)
H (-1.84, -0.34, -2.85)
H (-0.54, 1.98, 2.49)
H (3.77, -2.44, 4.92)
H (2.56, -4.30, 1.25)
H (-3.71, 0.46, 2.13)
H (-2.23, -1.00, -4.42)
H (0.42, 1.81, -4.74)
H (4.73, 2.47, 2.33)
H (-0.87, -2.07, 1.98)
H (3.57, -1.16, -2.02)
H (-0.36, 3.71, 2.18)
H (-3.62, 3.63, -1.57)
H (-1.78, -3.35, 2.76)
H (3.87, 3.93, 0.67)
H (-6.12, -3.90, -0.13)
H (-1.87, 3.08, 2.88)
H (-1.97, 0.30, 1.88)
H (3.75, -4.43, 3.41)
H (0.52, 4.10, -5.61)
H (4.85, -1.74, 1.48)
H (-0.53, -2.36, -2.26)
H (-4.88, -3.56, -2.25)

Computed properties:
ΔE to the lowest compared entry with this formula, charge and spin, kcal/mol: 18.0
Largest force on an atom, eV/Å: 0.5
Highest occupied orbital energy (spin up / spin down), eV: -0.37 / -0.92
Total charge: -2
Multiplicity: 5
DFT total energy, eV: -114637.011
Kohn-Sham gap (spin up / spin down), eV: 4.66 / 5.21


# 4
Below is C37H83AsCl2F6N3O21Zn as an isolated structure in a non-equilibrium geometry, with properties calculated with ωB97M-V/def2-TZVPD.

Atoms and positions in Å:
As (-28.72, -5.88, -10.27)
Zn (-29.50, -2.13, -10.16)
Cl (-28.10, -12.03, -8.97)
Cl (-30.33, -10.06, -8.75)
F (-28.27, -6.12, -11.94)
F (-28.86, -4.14, -10.57)
F (-29.11, -5.56, -8.59)
F (-28.70, -7.59, -9.97)
F (-27.02, -5.73, -9.86)
F (-30.43, -5.93, -10.66)
O (-24.85, -3.72, -12.26)
O (-27.67, -1.66, -13.89)
O (-28.24, -1.62, -11.74)
O (-28.54, -11.13, -12.84)
O (-26.59, -10.19, -13.43)
O (-23.82, -3.47, -14.12)
O (-35.69, -4.38, -8.86)
O (-30.60, -2.86, -8.66)
O (-33.03, -9.26, -11.17)
O (-22.83, -2.73, -12.25)
O (-33.85, -7.40, -12.15)
O (-26.91, -12.24, -13.96)
O (-26.98, -0.03, -12.63)
O (-26.25, -2.17, -7.39)
O (-31.83, -8.00, -12.59)
O (-26.60, -0.36, -8.56)
O (-27.78, -2.20, -9.00)
O (-35.41, -6.12, -7.48)
O (-33.85, -5.60, -8.97)
O (-32.82, -4.08, -16.57)
O (-26.16, -8.16, -6.53)
N (-31.03, -2.72, -11.38)
N (-31.62, -5.05, -13.24)
N (-26.03, -8.67, -9.40)
C (-25.41, -9.55, -8.40)
C (-26.60, -3.50, -6.97)
C (-34.01, -3.44, -16.98)
C (-26.16, -9.46, -7.08)
C (-25.56, 0.26, -7.81)
C (-32.87, -4.43, -15.21)
C (-27.04, -8.09, -5.44)
C (-23.97, -9.05, -8.24)
C (-36.78, -6.22, -7.12)
C (-26.96, -8.96, -12.83)
C (-27.78, -13.37, -14.14)
C (-26.14, 0.38, -13.71)
C (-35.08, -7.50, -11.46)
C (-23.76, -3.25, -12.81)
C (-27.37, -4.03, -14.46)
C (-25.79, -8.00, -12.86)
C (-30.48, -3.24, -7.29)
C (-23.06, -1.49, -15.33)
C (-29.37, -11.05, -9.82)
C (-26.93, -1.60, -8.36)
C (-35.92, -6.29, -11.87)
C (-28.33, -2.91, -14.19)
C (-22.78, -2.96, -14.97)
C (-30.98, -6.13, -15.36)
C (-32.15, -2.44, -10.43)
C (-32.90, -8.33, -11.91)
C (-25.48, -4.51, -7.15)
C (-33.51, -2.71, -11.11)
C (-25.18, -3.30, -10.93)
C (-30.68, -8.83, -12.50)
C (-37.37, -7.43, -7.85)
C (-27.45, -11.21, -13.34)
C (-31.50, -4.86, -14.69)
C (-33.06, -6.70, -8.49)
C (-31.90, -3.26, -9.19)
C (-27.65, -1.15, -12.69)
C (-35.04, -5.30, -8.45)
H (-33.54, -7.38, -7.80)
H (-33.56, -3.73, -11.49)
H (-34.93, -7.49, -10.38)
H (-26.90, -7.15, -4.90)
H (-25.61, -2.32, -11.19)
H (-25.31, -10.57, -8.78)
H (-29.93, -11.76, -10.42)
H (-27.38, -9.10, -11.84)
H (-31.21, -3.69, -11.69)
H (-31.15, -2.68, -6.65)
H (-26.77, -8.86, -4.70)
H (-28.95, -3.25, -13.35)
H (-25.46, -0.44, -13.94)
H (-32.70, -3.11, -8.47)
H (-26.74, -3.86, -15.34)
H (-36.80, -6.44, -6.05)
H (-31.16, -2.18, -12.23)
H (-31.69, -6.92, -15.08)
H (-30.04, -6.48, -14.92)
H (-33.72, -2.01, -11.91)
H (-27.04, -8.77, -9.31)
H (-29.96, -8.52, -13.25)
H (-26.88, -3.52, -5.92)
H (-35.91, -6.30, -12.96)
H (-38.42, -7.59, -7.63)
H (-29.48, -3.00, -6.93)
H (-30.85, -9.89, -12.69)
H (-30.52, -4.32, -7.15)
H (-25.95, -3.82, -10.38)
H (-26.13, -6.98, -12.70)
H (-25.08, 1.05, -8.38)
H (-22.14, -1.11, -15.78)
H (-32.13, -6.26, -8.12)
H (-27.19, -9.81, -7.21)
H (-23.38, -9.58, -7.49)
H (-35.56, -8.45, -11.70)
H (-33.08, -3.51, -14.63)
H (-24.54, -4.10, -6.78)
H (-25.32, -8.03, -13.85)
H (-33.63, -5.18, -14.98)
H (-35.59, -5.36, -11.42)
H (-31.10, -5.81, -12.79)
H (-23.87, -1.33, -16.03)
H (-30.17, -8.66, -11.55)
H (-24.31, -3.10, -10.31)
H (-27.16, -14.22, -14.37)
H (-25.30, -4.72, -8.21)
H (-34.28, -2.67, -10.33)
H (-24.78, -0.42, -7.46)
H (-21.78, -3.12, -14.58)
H (-25.98, 0.76, -6.94)
H (-36.83, -8.35, -7.62)
H (-25.66, 1.31, -13.42)
H (-23.23, -0.90, -14.43)
H (-29.00, -2.73, -15.03)
H (-28.53, -13.13, -14.89)
H (-27.47, -3.86, -7.54)
H (-28.76, -10.43, -10.47)
H (-33.97, -3.32, -18.06)
H (-22.92, -3.57, -15.86)
H (-27.92, -4.95, -14.66)
H (-25.06, -8.30, -12.11)
H (-23.42, -9.10, -9.19)
H (-37.28, -7.27, -8.92)
H (-26.70, -4.24, -13.63)
H (-36.96, -6.45, -11.59)
H (-24.02, -7.99, -7.97)
H (-30.80, -4.03, -14.80)
H (-32.56, -5.45, -13.13)
H (-37.37, -5.32, -7.26)
H (-30.96, -6.11, -16.45)
H (-25.67, -10.15, -6.39)
H (-31.87, -4.34, -9.36)
H (-25.74, -5.48, -6.73)
H (-28.10, -8.22, -5.68)
H (-25.96, -7.70, -9.09)
H (-32.67, -7.28, -9.34)
H (-32.16, -1.36, -10.24)
H (-26.73, 0.62, -14.60)
H (-34.08, -2.46, -16.49)
H (-28.34, -13.53, -13.22)
H (-27.78, -8.54, -13.43)
H (-34.88, -4.02, -16.69)

Computed properties:
ΔE to the lowest compared entry with this formula, charge and spin, kcal/mol: 9.1
Largest force on an atom, eV/Å: 2.5
Highest occupied orbital energy, eV: -10.49
Total charge: +1
DFT total energy, eV: -237788.790
Kohn-Sham gap, eV: 7.61


# 5
Below is a 2-piece molecular cluster, C3HCl2FO2 overall in a non-equilibrium geometry, with properties calculated with ωB97M-V/def2-TZVPD.

Atoms and positions in Å:
Cl (-1.08, 2.06, 0.04)
Cl (-2.20, -1.00, 0.61)
F (0.79, 0.33, 1.96)
O (0.68, 0.89, -1.59)
O (-0.58, -2.08, -1.26)
C (1.06, 0.37, 0.66)
C (-0.92, -1.45, -0.36)
C (0.39, 0.99, -0.43)
H (1.86, -0.12, 0.37)

Computed properties:
ΔE to the lowest compared entry with this formula, charge and spin, kcal/mol: 46.6
Largest force on an atom, eV/Å: 4.9
Highest occupied orbital energy (spin up / spin down), eV: -8.64 / -9.84
Total charge: 0
DFT total energy, eV: -34980.517
Kohn-Sham gap (spin up / spin down), eV: 6.76 / 8.98


# 6
Below is C39H29FN5O7S2Sc as an isolated structure in a non-equilibrium geometry, with properties calculated with ωB97M-V/def2-TZVPD.

Atoms and positions in Å:
Sc (-1.43, -1.23, -1.23)
S (-0.23, -3.44, -0.36)
S (-3.34, -2.39, 0.23)
F (0.36, 1.98, 4.55)
O (-2.94, -0.25, -1.94)
O (-1.75, -2.96, -2.55)
O (-1.46, -0.06, 0.41)
O (-1.34, -4.15, -4.38)
O (-0.55, 1.27, -1.86)
O (0.53, 2.57, -3.27)
O (-4.77, 1.02, -2.02)
N (6.23, -1.26, -0.57)
N (5.68, 0.37, 0.84)
N (-4.13, 2.83, 1.50)
N (1.10, -0.83, -1.02)
N (-0.56, -0.83, -3.49)
C (9.68, -0.58, 0.56)
C (-5.09, 3.90, 1.83)
C (-4.28, 2.15, 0.36)
C (-0.94, -5.52, 1.21)
C (-3.77, 0.60, -1.46)
C (-0.68, -1.87, -4.32)
C (-3.02, -5.76, 2.38)
C (-0.28, -1.83, -5.65)
C (2.01, -1.59, -1.61)
C (-3.82, 4.37, 3.93)
C (3.36, -1.54, -1.33)
C (7.05, 0.19, 0.87)
C (-0.07, 0.31, -3.96)
C (-1.32, -3.03, -3.68)
C (8.03, 0.84, 1.62)
C (3.82, -0.64, -0.37)
C (-3.42, 1.19, -0.09)
C (-1.75, -6.24, 2.08)
C (-4.70, 5.19, 1.12)
C (-1.37, -4.32, 0.64)
C (-0.74, 2.17, 3.80)
C (-3.01, 2.62, 2.29)
C (-5.19, 4.04, 3.34)
C (-1.65, 3.14, 4.20)
C (-3.46, -4.58, 1.81)
C (-2.28, 0.85, 0.69)
C (-2.80, 3.36, 3.47)
C (9.34, 0.44, 1.45)
C (0.35, 0.45, -5.28)
C (-2.66, -3.84, 0.93)
C (7.41, -0.85, -0.01)
C (-0.94, 1.41, 2.68)
C (-2.08, 1.64, 1.90)
C (2.87, 0.17, 0.26)
C (1.54, 0.04, -0.10)
C (5.23, -0.50, -0.02)
C (0.25, -0.65, -6.13)
C (-0.06, 1.41, -2.95)
C (8.73, -1.25, -0.19)
H (-5.91, 4.81, 3.59)
H (0.05, -5.88, 0.96)
H (-5.15, 2.37, -0.24)
H (0.89, 2.57, -4.15)
H (-0.26, 0.62, 2.41)
H (0.73, 1.38, -5.67)
H (-1.46, 3.70, 5.11)
H (-3.52, 5.38, 3.64)
H (0.57, -0.57, -7.16)
H (10.73, -0.86, 0.46)
H (-1.39, -7.16, 2.51)
H (10.12, 0.93, 2.01)
H (-4.74, 5.05, 0.04)
H (1.63, -2.31, -2.33)
H (-6.06, 3.57, 1.45)
H (6.11, -2.01, -1.23)
H (3.18, 0.87, 1.01)
H (-3.66, -6.30, 3.07)
H (0.78, 0.66, 0.36)
H (-5.38, 6.00, 1.39)
H (-4.45, -4.20, 2.03)
H (-1.77, -4.83, -3.83)
H (4.03, -2.20, -1.86)
H (-3.68, 5.49, 1.38)
H (-5.54, 3.10, 3.76)
H (9.00, -2.04, -0.87)
H (7.76, 1.63, 2.30)
H (-0.40, -2.70, -6.27)
H (-3.87, 4.36, 5.02)

Computed properties:
Largest force on an atom, eV/Å: 2.6
Highest occupied orbital energy, eV: -5.42
Total charge: 0
DFT total energy, eV: -107792.855
Kohn-Sham gap, eV: 4.12


# 7
Below is one molecule with the formula C5H7NO in a non-equilibrium geometry, with properties calculated with ωB97M-V/def2-TZVPD.

Atoms and positions in Å:
O (0.62, -1.95, -2.01)
N (0.18, -1.07, -1.26)
C (-0.08, 0.16, -1.64)
C (-0.27, 1.23, -0.73)
C (0.04, -1.44, 0.33)
C (0.06, 1.38, 1.85)
C (-0.13, 1.13, 0.59)
H (-0.13, -2.51, 0.25)
H (-0.81, -1.12, 0.92)
H (-0.70, 2.14, -1.14)
H (-0.09, 0.34, -2.71)
H (-0.62, 1.02, 2.61)
H (1.02, -1.22, 0.73)
H (0.92, 1.92, 2.20)

Computed properties:
ΔE to the lowest compared entry with this formula, charge and spin, kcal/mol: 114.4
Largest force on an atom, eV/Å: 2.8
Highest occupied orbital energy (spin up / spin down), eV: -7.97 / -7.97
Total charge: 0
SMILES string: C=C=C/C=[N+](\C)[O-]
DFT total energy, eV: -8831.243
Kohn-Sham gap (spin up / spin down), eV: 8.33 / 8.33